(1)
Molecular formula: C4H32N2O11
Method: DFT, ωB97M-V/def2-TZVPD

The geometry in ORCA input format:
```
! wB97M-V def2-TZVPD RIJCOSX def2/J DEFGRID3
* xyz 1 2
N 0.00 1.94 0.90
C -0.45 1.28 -0.37
C -0.23 -0.30 -0.12
C -0.94 -1.31 -1.08
O -2.30 -1.14 -1.31
C 0.49 1.64 -1.56
N 0.46 2.99 -2.27
H 0.08 2.93 0.74
H 0.84 1.62 1.28
H -1.41 1.49 -0.51
H -0.38 -0.37 1.01
H 0.86 -0.64 -0.13
H -0.84 -2.32 -0.79
H -0.39 -1.25 -2.12
H -2.81 -1.09 -0.51
H 0.36 0.90 -2.40
H 1.55 1.63 -1.09
H 0.44 3.85 -1.70
H -0.34 3.05 -2.77
H 4.25 1.48 -1.15
H 4.21 0.15 -1.56
O 3.64 0.86 -1.59
H -0.38 -2.69 2.15
H 1.00 -2.87 2.77
O 0.14 -2.60 2.98
H -2.68 0.82 -2.00
H -1.86 1.93 -2.68
O -2.71 1.52 -2.68
H -1.37 -0.58 -4.40
H -2.00 -1.97 -3.62
O -1.27 -1.53 -4.14
H 2.66 -2.04 2.01
H 1.92 -2.94 0.80
O 2.36 -2.92 1.64
H 0.35 -0.24 3.56
H 0.54 1.36 3.43
O 1.01 0.50 3.58
H 2.26 -1.86 -1.96
H 2.16 -0.40 -1.64
O 1.88 -1.20 -1.36
H 2.07 0.13 2.04
H 3.02 -0.30 3.17
O 2.88 -0.42 2.18
H -3.29 2.12 1.58
H -1.80 1.90 2.00
O -2.64 1.97 2.32
H -3.40 0.01 2.19
H -2.13 -0.76 2.56
O -2.96 -0.71 1.89
*
```

Calculated values
**HOMO energy (alpha / beta)**: -13.341 / -13.339 eV
**Gap between HOMO and LUMO (alpha / beta)**: 9.9 / 4.2 eV
**Relative energy (zero: lowest compared OMol25 entry of this formula, charge and spin)**: 61.6 kcal per mole
**Total energy**: -1108.2727 Ha
**Largest force on an atom**: 6.9 eV/Å

Löwdin population analysis, charges in e, atoms 1 to 6:
1. N 0.11
2. C -0.23
3. C -0.09
4. C -0.24
5. O -0.06
6. C -0.10

---

(2)
Molecular formula: C4H12N4S
Method: DFT, ωB97M-V/def2-TZVPD

The geometry in ORCA input format:
```
! wB97M-V def2-TZVPD RIJCOSX def2/J DEFGRID3
* xyz 2 1
C 0.30 -1.86 0.66
C -0.30 2.08 -2.35
C 1.32 2.32 -0.50
C 0.46 1.47 -1.33
N -0.38 -2.74 1.39
N -1.45 -2.18 2.08
N -0.17 -0.61 0.81
N -1.30 -0.78 1.80
S 1.65 -2.26 -0.35
H -0.52 1.31 -3.24
H -1.30 2.11 -1.93
H -0.11 3.03 -2.67
H 1.85 1.81 0.28
H 0.97 3.30 -0.20
H 2.03 2.83 -1.24
H 0.54 0.33 -1.16
H 0.23 -3.48 1.95
H -2.39 -2.57 1.81
H -2.16 -0.37 1.35
H -1.09 -0.24 2.74
H 1.82 -3.52 0.11
*
```

Calculated values
**HOMO energy**: -17.324 eV
**Gap between HOMO and LUMO**: 8.2 eV
**Relative energy (zero: lowest compared OMol25 entry of this formula, charge and spin)**: 110.5 kcal per mole
**Total energy**: -775.9958 Ha
**Largest force on an atom**: 5.2 eV/Å

Löwdin population analysis, charges in e, atoms 1 to 6:
1. C -0.75
2. C -0.02
3. C -0.01
4. C 0.02
5. N -0.01
6. N 0.02

---

(3)
Molecular formula: C9H16O2
Method: DFT, ωB97M-V/def2-TZVPD

The geometry in ORCA input format:
```
! wB97M-V def2-TZVPD RIJCOSX def2/J DEFGRID3
* xyz 0 1
C 1.09 -3.51 -1.68
C 1.59 -2.94 -0.32
C 1.55 -1.44 -0.19
C 1.26 -0.28 -0.14
C 0.92 1.05 0.29
O 1.39 1.21 1.64
C -0.58 1.55 0.03
C -0.84 2.69 1.02
C -0.79 2.16 -1.26
O -1.73 0.63 0.08
C -2.05 -0.22 1.24
H -0.01 -3.54 -1.96
H 1.27 -4.64 -1.63
H 1.74 -2.98 -2.47
H 2.61 -3.20 -0.13
H 1.08 -3.41 0.52
H 1.51 1.70 -0.29
H 1.84 0.33 1.84
H -1.80 3.23 0.85
H -0.08 3.50 0.93
H -0.91 2.25 2.05
H -0.16 3.07 -1.45
H -0.68 1.50 -2.16
H -1.82 2.57 -1.30
H -1.40 -1.07 1.18
H -3.23 -0.56 1.14
H -1.79 0.34 2.17
*
```

Calculated values
**HOMO energy**: -9.311 eV
**Gap between HOMO and LUMO**: 10.1 eV
**Relative energy (zero: lowest compared OMol25 entry of this formula, charge and spin)**: 63.8 kcal per mole
**Total energy**: -502.8608 Ha
**Largest force on an atom**: 4.3 eV/Å
**SMILES string**: CCC#C[C@H](O)C(C)(C)OC

Löwdin population analysis, charges in e, atoms 1 to 6:
1. C -0.12
2. C -0.25
3. C 0.01
4. C 0.02
5. C -0.31
6. O -0.04

---

(4)
Molecular formula: C6H7INO2S
Method: DFT, ωB97M-V/def2-TZVPD

The geometry in ORCA input format:
```
! wB97M-V def2-TZVPD RIJCOSX def2/J DEFGRID3
* xyz -1 1
C -0.41 0.40 0.34
C -1.48 -2.23 1.12
C -2.76 0.62 0.58
C 0.79 0.77 0.10
C 2.65 -0.23 -1.13
C 1.61 0.78 -1.16
N -1.48 -0.18 0.75
O -0.49 -2.48 1.72
O -2.49 -2.52 0.57
S -2.29 2.29 0.15
I 1.65 1.34 2.12
H -3.44 0.02 0.06
H -3.15 0.77 1.57
H 3.39 -0.30 -1.92
H 2.16 -1.24 -1.40
H 3.08 -0.27 -0.10
H 0.75 0.60 -1.93
H 1.91 1.85 -1.44
*
```

Calculated values
**HOMO energy**: -3.250 eV
**Gap between HOMO and LUMO**: 5.7 eV
**Relative energy (zero: lowest compared OMol25 entry of this formula, charge and spin)**: 13.2 kcal per mole
**Total energy**: -1133.9258 Ha
**Largest force on an atom**: 4.5 eV/Å

Löwdin population analysis, charges in e, atoms 1 to 6:
1. C -0.35
2. C -0.51
3. C -0.71
4. C -0.59
5. C -0.16
6. C -0.34

---

(5)
Molecular formula: C3H4InO3
Method: DFT, ωB97M-V/def2-TZVPD

The geometry in ORCA input format:
```
! wB97M-V def2-TZVPD RIJCOSX def2/J DEFGRID3
* xyz 2 2
O -1.38 -0.89 -2.70
C -1.96 -1.01 -3.67
O -0.23 -1.23 0.99
C -0.01 -0.05 1.53
C 1.24 0.55 0.43
O 0.26 0.77 -0.49
In -0.44 -0.98 -0.86
H -0.23 1.32 1.36
H 1.61 1.48 0.87
H -0.96 0.17 2.06
H 2.10 -0.13 0.48
*
```

Calculated values
**HOMO energy (alpha / beta)**: -18.878 / -19.873 eV
**Gap between HOMO and LUMO (alpha / beta)**: 6.8 / 7.6 eV
**Relative energy (zero: lowest compared OMol25 entry of this formula, charge and spin)**: 126.4 kcal per mole
**Total energy**: -531.4965 Ha
**Largest force on an atom**: 4.9 eV/Å

Löwdin population analysis, charges in e, atoms 1 to 6:
1. O 0.04
2. C 0.31
3. O -0.14
4. C -0.07
5. C -0.15
6. O -0.24

---

(6)
Molecular formula: C51H45FINO14
Method: DFT, ωB97M-V/def2-TZVPD

The geometry in ORCA input format:
```
! wB97M-V def2-TZVPD RIJCOSX def2/J DEFGRID3
* xyz 0 1
C 7.93 -5.31 6.79
C 6.70 -4.49 6.32
C 6.80 -4.30 4.80
I 6.46 -6.22 3.82
N 5.95 -3.26 4.22
C 6.41 -1.95 4.54
O 6.47 -1.46 5.64
O 6.83 -1.23 3.45
C 6.44 0.17 3.57
C 6.67 0.80 2.19
C 5.53 0.56 1.19
C 5.73 1.15 -0.08
C 4.77 0.93 -1.04
C 3.63 0.17 -0.78
C 3.45 -0.34 0.47
C 4.41 -0.16 1.47
C 4.51 -3.45 4.44
F 3.90 -2.35 5.01
C 3.84 -3.66 3.07
C 2.29 -3.64 3.17
H 8.82 -4.99 6.23
H 8.15 -5.06 7.84
H 7.81 -6.39 6.65
H 6.74 -3.55 6.88
H 5.77 -4.99 6.62
H 7.83 -4.03 4.56
H 5.41 0.24 3.92
H 7.14 0.65 4.27
H 7.54 0.29 1.76
H 6.93 1.86 2.25
H 6.63 1.72 -0.26
H 4.93 1.37 -2.03
H 2.87 -0.01 -1.56
H 2.58 -0.94 0.75
H 4.25 -0.60 2.45
H 4.33 -4.37 5.00
H 4.10 -2.82 2.41
H 4.15 -4.60 2.60
H 1.91 -2.76 3.69
H 1.91 -4.55 3.65
H 1.86 -3.62 2.16
O 5.65 -0.71 -7.34
C 4.79 -0.76 -6.49
C 4.20 -2.05 -6.07
C 3.25 -2.11 -5.14
C 2.75 -0.87 -4.48
O 1.89 -0.92 -3.62
C 3.34 0.42 -4.90
C 4.28 0.47 -5.83
H 4.58 -2.94 -6.56
H 2.81 -3.04 -4.82
H 2.93 1.30 -4.41
H 4.72 1.41 -6.16
O -1.75 5.08 -1.37
C -0.82 4.60 -1.99
C -0.88 3.22 -2.52
C 0.13 2.69 -3.19
C 1.37 3.47 -3.44
O 2.31 3.00 -4.05
C 1.43 4.85 -2.92
C 0.42 5.38 -2.24
H -1.80 2.67 -2.32
H 0.11 1.68 -3.58
H 2.35 5.39 -3.11
H 0.45 6.38 -1.84
O -7.97 3.28 -0.41
C -7.04 2.80 -1.02
C -7.10 1.42 -1.55
C -6.08 0.89 -2.22
C -4.84 1.67 -2.47
O -3.91 1.20 -3.09
C -4.78 3.06 -1.95
C -5.80 3.58 -1.27
H -8.01 0.87 -1.36
H -6.10 -0.11 -2.61
H -3.87 3.61 -2.14
H -5.77 4.59 -0.88
O -11.11 -1.45 -6.94
C -10.50 -1.30 -5.90
C -11.20 -0.96 -4.64
C -10.53 -0.79 -3.50
C -9.05 -0.94 -3.45
O -8.44 -0.79 -2.41
C -8.35 -1.29 -4.71
C -9.02 -1.45 -5.85
H -12.27 -0.85 -4.70
H -11.02 -0.54 -2.57
H -7.28 -1.39 -4.65
H -8.53 -1.71 -6.78
O 3.59 5.49 -0.16
C 3.87 5.42 1.02
C 4.05 4.11 1.68
C 4.36 4.03 2.98
C 4.53 5.25 3.80
O 4.82 5.18 4.98
C 4.35 6.57 3.14
C 4.04 6.64 1.85
H 3.93 3.22 1.08
H 4.50 3.09 3.48
H 4.48 7.44 3.76
H 3.90 7.59 1.34
O -9.55 -4.01 2.97
C -10.17 -3.35 2.16
C -11.03 -4.00 1.14
C -11.70 -3.27 0.25
C -11.62 -1.79 0.25
O -12.24 -1.13 -0.57
C -10.76 -1.15 1.26
C -10.09 -1.87 2.15
H -11.07 -5.08 1.17
H -12.34 -3.72 -0.50
H -10.71 -0.06 1.24
H -9.45 -1.42 2.91
*
```

Calculated values
**HOMO energy**: -9.293 eV
**Gap between HOMO and LUMO**: 7.5 eV
**Total energy**: -3475.8556 Ha
**Largest force on an atom**: 2.6 eV/Å
**SMILES string**: CC[C@@H](I)N(C(=O)OCCc1ccccc1)[C@@H](F)CC.O=C1C=CC(=O)C=C1.O=C1C=CC(=O)C=C1.O=C1C=CC(=O)C=C1.O=C1C=CC(=O)C=C1.O=C1C=CC(=O)C=C1.O=C1C=CC(=O)C=C1

Löwdin population analysis, charges in e, atoms 1 to 6:
1. C -0.13
2. C -0.29
3. C -0.67
4. I 0.88
5. N -0.05
6. C -0.47

---

(7)
Molecular formula: C36H49HfN7O2
Method: DFT, ωB97M-V/def2-TZVPD

The geometry in ORCA input format:
```
! wB97M-V def2-TZVPD RIJCOSX def2/J DEFGRID3
* xyz 4 1
Hf 0.06 -0.35 0.25
C -0.30 6.25 3.24
C -0.27 5.05 2.34
C -0.26 5.16 0.96
C -0.34 4.04 0.09
C -0.43 4.46 -1.29
N -1.08 3.95 -2.28
C -1.97 2.79 -2.25
C -2.75 2.67 -3.55
C -3.64 1.42 -3.54
N -2.88 0.24 -3.16
C -2.75 -0.88 -3.80
C -2.03 -2.01 -3.31
C -2.14 -3.20 -4.06
C -1.58 -4.40 -3.66
C -1.67 -5.65 -4.48
C -0.95 -4.40 -2.42
C -0.78 -3.24 -1.63
C -0.19 -3.43 -0.34
N 0.08 -2.51 0.54
C 0.55 -2.98 1.87
C 1.57 -2.03 2.51
C 0.99 -0.78 3.19
N 0.46 0.23 2.24
C 0.18 1.40 2.73
C -0.15 2.62 2.04
C -0.21 3.76 2.85
C -0.28 2.72 0.62
O -0.27 1.64 -0.14
C -1.27 -2.00 -2.10
O -1.04 -0.86 -1.45
H -0.25 7.18 2.68
H 0.53 6.22 3.94
H -1.21 6.26 3.83
H -0.21 6.15 0.53
H 0.07 5.39 -1.52
H -1.02 4.43 -3.17
H -2.64 2.91 -1.40
H -1.34 1.92 -2.08
H -2.06 2.61 -4.40
H -3.39 3.54 -3.69
H -4.09 1.27 -4.52
H -4.45 1.55 -2.82
H -2.37 0.28 -2.28
H -3.28 -0.97 -4.75
H -2.71 -3.16 -4.98
H -2.44 -5.58 -5.24
H -1.86 -6.52 -3.86
H -0.72 -5.82 -4.99
H -0.56 -5.34 -2.04
H -0.01 -4.47 -0.07
H 1.01 -3.97 1.77
H -0.31 -3.09 2.53
H 2.33 -1.75 1.78
H 2.07 -2.59 3.30
H 1.79 -0.32 3.78
H 0.20 -1.07 3.90
H 0.28 1.53 3.81
H -0.15 3.64 3.93
C 5.74 -2.74 -0.47
C 5.38 -1.54 -1.34
N 4.37 -0.65 -0.73
C 4.87 0.45 0.11
C 4.81 0.17 1.61
C 3.09 -0.85 -0.88
C 2.61 -1.94 -1.80
N 2.15 -0.09 -0.28
H 6.49 -3.34 -0.98
H 4.87 -3.37 -0.27
H 6.17 -2.43 0.48
H 5.04 -1.87 -2.32
H 6.28 -0.94 -1.51
H 4.33 1.37 -0.13
H 5.91 0.62 -0.17
H 3.78 0.07 1.98
H 5.28 1.00 2.15
H 5.36 -0.73 1.87
H 3.04 -1.80 -2.80
H 1.53 -1.88 -1.91
H 2.90 -2.93 -1.46
H 2.58 0.68 0.22
N -2.18 -0.70 1.09
C -2.73 -0.12 2.32
C -3.06 1.23 2.35
C -3.61 1.78 3.50
C -3.81 0.98 4.62
C -3.49 -0.37 4.58
C -2.96 -0.92 3.42
H -2.78 -0.39 0.33
H -2.33 -1.70 1.16
H -2.94 1.83 1.45
H -3.89 2.82 3.52
H -4.25 1.41 5.51
H -3.69 -1.00 5.43
H -2.74 -1.99 3.38
*
```

Calculated values
**HOMO energy**: -18.436 eV
**Gap between HOMO and LUMO**: 7.2 eV
**Total energy**: -1981.8894 Ha
**Largest force on an atom**: 2.2 eV/Å

Löwdin population analysis, charges in e, atoms 1 to 6:
1. Hf 1.72
2. C -0.01
3. C -0.22
4. C 0.07
5. C -0.08
6. C 0.06

---

(8)
Molecular formula: C6H10CoN3O5
Method: DFT, ωB97M-V/def2-TZVPD

The geometry in ORCA input format:
```
! wB97M-V def2-TZVPD RIJCOSX def2/J DEFGRID3
* xyz -1 2
Co -0.09 0.19 -0.49
N 0.64 -1.04 -1.85
C 1.83 -1.68 -1.24
C 1.51 -1.98 0.23
O 1.96 -3.01 0.76
N 0.70 -1.05 0.74
C -0.15 -1.39 1.85
C -1.64 -1.28 1.43
O -2.50 -1.57 2.25
O -1.84 -0.76 0.27
H -0.09 -1.72 -2.01
H 0.84 -0.56 -2.72
H 2.67 -0.99 -1.31
H 2.11 -2.61 -1.74
H 0.00 -0.72 2.70
H 0.04 -2.40 2.22
N -0.67 1.64 0.80
C -0.60 2.93 0.11
C -0.63 2.75 -1.41
O -0.86 3.72 -2.12
O -0.34 1.56 -1.82
H -1.63 1.31 0.91
H -0.24 1.66 1.71
H 0.36 3.39 0.34
H -1.38 3.63 0.41
*
```

Calculated values
**HOMO energy (alpha / beta)**: -4.656 / -4.583 eV
**Gap between HOMO and LUMO (alpha / beta)**: 7.7 / 7.6 eV
**Relative energy (zero: lowest compared OMol25 entry of this formula, charge and spin)**: 0.0 kcal per mole
**Total energy**: -2158.0484 Ha
**Largest force on an atom**: 0.6 eV/Å

Löwdin population analysis, charges in e, atoms 1 to 6:
1. Co 0.53
2. N -0.01
3. C -0.14
4. C -0.56
5. O -0.02
6. N -0.06